Record 1
10
Properties=species:S:1:pos:R:3:lowdin_spin:R:1 method="wB97M-V/def2-TZVPD" charge=+2 relative_energy_kcal_mol=0.00 s_squared=0.756 largest_force_ha_per_bohr=0.043 spin_multiplicity=2 energy_ha=-246.11562 gap_ha="0.5302 / 0.3290"
N -0.07560 1.83799 -1.00477 0.03
H -0.70916 1.21759 -1.51366 0.00
H 0.33823 1.31615 -0.19343 0.01
H 0.63382 2.14081 -1.68445 0.00
H -0.58858 2.63718 -0.61382 0.00
O 0.75633 -0.04762 0.93058 0.77
C 0.21217 -1.12685 0.69628 0.09
O -0.73628 -1.23724 -0.20116 0.05
H 0.50159 -2.04754 1.24779 0.05
H -1.24666 -2.04365 0.05153 0.00

=====

Record 2
13
Properties=species:S:1:pos:R:3:lowdin_charge:R:1 method="wB97M-V/def2-TZVPD" charge=-1 relative_energy_kcal_mol=114.50 largest_force_ha_per_bohr=0.121 spin_multiplicity=1 energy_ha=-1004.87848 gap_ha="0.2471 / 0.2746"
C 0.81945 1.22998 0.53625 -0.23
N -0.55525 -0.76976 -1.17199 -0.37
O 0.65303 -1.37645 0.84046 -0.16
O 2.18294 -0.62884 -0.85890 -0.35
O -1.88278 -0.91698 0.93971 -0.54
P -1.86402 -0.22293 -0.39490 0.49
P 0.86279 -0.37290 -0.33648 0.09
H 1.80076 1.36441 0.94122 0.02
H 0.48766 2.10893 0.00543 0.01
H -0.00662 0.96058 1.39582 0.08
H 0.69119 0.78177 -1.71657 0.12
H -0.22278 -1.35639 0.96532 -0.10
H -2.96640 -0.80142 -1.14537 -0.06

=====

Record 3
10
Properties=species:S:1:pos:R:3:lowdin_spin:R:1 method="wB97M-V/def2-TZVPD" charge=-2 relative_energy_kcal_mol=14.36 s_squared=0.753 largest_force_ha_per_bohr=0.041 spin_multiplicity=2 energy_ha=-569.72986 gap_ha="0.1113 / 0.2580"
S 1.92174 -1.29620 0.89752 0.85
H 1.85357 -2.64128 0.99073 0.03
H 0.67947 -1.33048 0.14341 0.01
N -0.93283 1.37821 0.43075 0.01
C -0.43470 0.65067 -0.78775 0.06
O -0.39662 -0.73886 -0.62496 0.04
H -0.38848 0.97438 1.22100 0.00
H -1.88204 1.00573 0.58760 0.00
H -0.97325 0.98605 -1.72858 0.00
H 0.55313 1.01177 -1.12971 0.01

=====

Record 4
10
Properties=species:S:1:pos:R:3:lowdin_charge:R:1 method="wB97M-V/def2-TZVPD" charge=+1 relative_energy_kcal_mol=56.66 largest_force_ha_per_bohr=0.091 spin_multiplicity=1 energy_ha=-569.52060 gap_ha=0.3930
C -0.77203 -0.69477 0.22855 0.00
N -1.44380 -0.02797 1.12230 0.13
O 0.71334 0.55238 -0.27609 -0.67
S 1.57052 0.70606 -1.48312 0.99
H -1.31757 -0.46483 -0.80036 0.17
H -0.26794 -1.60551 0.53871 0.13
H -1.58793 -0.40275 2.09753 0.18
H 2.34352 -0.34592 -1.32936 -0.04
H -1.83825 0.81903 0.91097 0.10
H 2.60015 1.46429 -1.00915 0.00